The following is a quantum chemistry calculation of a structure of composition CH5PS2, from the OMol25 dataset.

Geometry as XYZ:
```
9
Properties=species:S:1:pos:R:3:lowdin_charge:R:1
C -0.152 0.499 0.009 -1.231
P 0.521 -0.650 -1.962 0.747
S -1.335 -0.412 1.071 0.569
S 1.223 1.035 0.891 0.627
H -0.641 1.418 -0.406 0.002
H 1.198 -1.579 -1.347 -0.233
H -0.539 -1.527 -2.156 -0.183
H -1.234 0.731 1.879 -0.108
H 0.957 0.485 2.020 -0.190
```

Values from the calculation:
**ΔE to the lowest compared entry with this formula, charge and spin**: 3.321 eV
**Net charge**: 0
**HOMO level**: -8.72 eV
**Kohn-Sham gap**: 0.3243 Ha
**Molecular weight**: 112.159 g mol⁻¹
**Lowest unoccupied orbital energy**: 0.108 eV
**Spin multiplicity**: 1
**Maximum force**: 4.20 eV/Å

The following is a quantum chemistry calculation of a cluster of 2 separate species, CH5S2 in total, from the OMol25 dataset.

Geometry as XYZ:
```
8
Properties=species:S:1:pos:R:3:lowdin_charge:R:1
S -1.965 0.284 -1.484 -0.202
H -2.815 -0.737 -1.293 -0.459
C 0.832 0.166 0.949 -0.548
S 1.443 -0.504 -0.607 0.501
H 1.133 1.190 1.079 0.003
H -0.254 0.119 0.979 -0.018
H 1.238 -0.444 1.750 0.002
H 0.387 -0.074 -1.373 -0.278
```

Values from the calculation:
**ΔE to the lowest compared entry with this formula, charge and spin**: 0.053 eV
**Net charge**: -1
**HOMO level**: -2.82 eV
**Kohn-Sham gap**: 0.2400 Ha
**Molecular weight**: 81.185 g mol⁻¹
**Lowest unoccupied orbital energy**: 3.711 eV
**Spin multiplicity**: 1
**Maximum force**: 0.50 eV/Å

The following is a quantum chemistry calculation of a structure of composition CH5S3, from the OMol25 dataset.

Geometry as XYZ:
```
9
Properties=species:S:1:pos:R:3:lowdin_charge:R:1
S -1.233 2.108 -0.723 -0.077
H 0.065 2.523 -1.172 -0.288
C 0.258 -1.429 -0.192 -0.589
S 0.213 -1.340 1.592 0.225
S 0.237 0.681 1.868 0.063
H -0.477 -0.813 -0.702 -0.031
H 1.140 -0.851 -0.478 0.006
H 0.072 -2.334 -0.888 0.062
H -0.276 1.455 0.695 -0.372
```

Values from the calculation:
**ΔE to the lowest compared entry with this formula, charge and spin**: 1.045 eV
**Net charge**: -1
**HOMO level**: -3.31 eV
**Kohn-Sham gap**: 0.2492 Ha
**Molecular weight**: 113.252 g mol⁻¹
**Lowest unoccupied orbital energy**: 3.467 eV
**Spin multiplicity**: 1
**Maximum force**: 2.80 eV/Å

The following is a quantum chemistry calculation of a cluster of 2 separate species, CH5S3 in total, from the OMol25 dataset.

Geometry as XYZ:
```
9
Properties=species:S:1:pos:R:3:lowdin_charge:R:1
S 1.810 -1.293 -1.974 0.275
H 0.500 -1.586 -1.731 -0.256
C -1.297 0.489 0.647 -0.556
S 0.117 1.605 0.795 0.109
S 1.774 0.407 1.113 -0.222
H -1.253 -0.066 -0.280 -0.003
H -2.115 1.215 0.583 0.000
H -1.437 -0.108 1.545 0.013
H 1.901 -0.663 -0.698 -0.360
```

Values from the calculation:
**ΔE to the lowest compared entry with this formula, charge and spin**: 0.066 eV
**Net charge**: -1
**HOMO level**: -2.59 eV
**Kohn-Sham gap**: 0.2281 Ha
**Molecular weight**: 113.252 g mol⁻¹
**Lowest unoccupied orbital energy**: 3.612 eV
**Spin multiplicity**: 1
**Maximum force**: 1.03 eV/Å

The following is a quantum chemistry calculation of the ion CH6BClO3P with charge -1, from the OMol25 dataset.

Geometry as XYZ:
```
13
Properties=species:S:1:pos:R:3:lowdin_charge:R:1
O 1.050 0.429 1.654 -0.318
P 0.989 -0.074 0.267 0.363
O 1.480 1.046 -0.792 -0.180
O 2.100 -1.252 0.053 -0.176
C -0.518 -0.709 -0.377 -0.327
B -1.863 0.152 0.089 -0.870
Cl -1.594 2.060 -0.093 0.280
H 1.480 1.884 -0.316 0.057
H 2.897 -0.920 0.484 0.056
H -0.476 -0.683 -1.469 0.063
H -0.633 -1.747 -0.058 0.065
H -2.153 -0.067 1.243 -0.003
H -2.760 -0.119 -0.685 -0.010
```

Values from the calculation:
**ΔE to the lowest compared entry with this formula, charge and spin**: 0.101 eV
**Net charge**: -1
**HOMO level**: -4.96 eV
**Kohn-Sham gap**: 0.3121 Ha
**Molecular weight**: 143.295 g mol⁻¹
**Lowest unoccupied orbital energy**: 3.527 eV
**Spin multiplicity**: 1
**Maximum force**: 0.43 eV/Å

The following is a quantum chemistry calculation of a structure of composition CH6Ba3O6, from the OMol25 dataset.

Geometry as XYZ:
```
16
Properties=species:S:1:pos:R:3:mulliken_spin:R:1
Ba -1.004 2.499 2.260 -0.001
Ba -2.103 1.969 -2.999 0.000
Ba 1.954 0.798 -3.439 0.001
C -0.354 0.970 -0.504 -0.004
O 0.307 0.771 0.520 0.053
O 0.013 0.541 -1.559 0.004
O -1.252 1.757 -0.411 0.009
O -1.828 -0.252 1.839 0.001
H -2.444 -0.889 1.477 0.000
H -1.000 -0.444 1.400 -0.001
O 2.380 -0.459 1.933 0.959
H 1.644 0.073 1.630 -0.005
H 2.193 -1.338 1.604 -0.020
O 0.810 -2.113 -1.454 0.003
H 0.198 -2.662 -0.964 0.000
H 0.485 -1.221 -1.332 0.000
```

Values from the calculation:
**ΔE to the lowest compared entry with this formula, charge and spin**: 0.630 eV
**Net charge**: +5
**HOMO level (spin up / spin down)**: -25.97 / -25.95 eV
**Kohn-Sham gap (spin up / spin down)**: 0.3061 / 0.1606 Ha
**<S²>**: 0.75
**Molecular weight**: 526.037 g mol⁻¹
**Lowest unoccupied orbital energy (spin up / spin down)**: -17.640 / -21.578 eV
**Spin multiplicity**: 2
**Maximum force**: 8.96 eV/Å

The following is a quantum chemistry calculation of a cluster of 2 separate species, CH6ClN2S in total, from the OMol25 dataset.

Geometry as XYZ:
```
11
Properties=species:S:1:pos:R:3:lowdin_charge:R:1
C 0.349 2.437 -0.939 -0.019
N -0.595 -1.314 0.373 -0.843
N -0.162 1.437 -0.351 0.029
S 0.508 -1.688 1.504 1.084
Cl -1.226 -2.582 -0.667 0.637
H 0.007 3.423 -0.991 0.075
H 1.171 2.127 -1.466 0.046
H 1.383 -2.262 0.649 0.004
H -0.989 1.662 0.110 0.033
H -0.237 -0.477 -0.059 -0.045
H -0.209 -2.763 1.837 -0.001
```

Values from the calculation:
**ΔE to the lowest compared entry with this formula, charge and spin**: 1.649 eV
**Net charge**: +1
**HOMO level**: -14.65 eV
**Kohn-Sham gap**: 0.3405 Ha
**Molecular weight**: 113.593 g mol⁻¹
**Lowest unoccupied orbital energy**: -5.388 eV
**Spin multiplicity**: 1
**Maximum force**: 2.84 eV/Å

The following is a quantum chemistry calculation of a structure of composition CH6FFeO6, from the OMol25 dataset.

Geometry as XYZ:
```
15
Properties=species:S:1:pos:R:3:mulliken_spin:R:1
Fe -0.039 0.455 -0.072 3.774
F -0.504 2.297 -0.494 0.075
C 0.185 0.679 2.463 -0.017
O 1.168 0.774 1.570 0.070
O 0.382 0.769 3.695 0.006
O -0.986 0.395 1.914 0.052
O 0.311 -1.672 0.424 0.012
H 0.181 -1.533 1.381 0.000
H 0.375 -2.618 0.275 0.007
O 1.231 0.421 -1.808 0.012
H 1.985 1.019 -1.790 -0.002
H 1.381 -0.197 -2.527 0.003
O -1.649 -0.132 -1.415 0.006
H -1.804 -1.055 -1.635 0.002
H -2.217 0.397 -1.981 0.002
```

Values from the calculation:
**ΔE to the lowest compared entry with this formula, charge and spin**: 0.710 eV
**Net charge**: -1
**HOMO level (spin up / spin down)**: -2.75 / -3.18 eV
**Kohn-Sham gap (spin up / spin down)**: 0.1850 / 0.2004 Ha
**<S²>**: 6.01
**Molecular weight**: 188.896 g mol⁻¹
**Lowest unoccupied orbital energy (spin up / spin down)**: 2.287 / 2.270 eV
**Spin multiplicity**: 5
**Maximum force**: 2.95 eV/Å

The following is a quantum chemistry calculation of a structure of composition CH6FN3, from the OMol25 dataset.

Geometry as XYZ:
```
11
Properties=species:S:1:pos:R:3:lowdin_charge:R:1
C -0.178 0.183 -0.060 -0.566
N 0.499 1.077 -0.601 0.100
N 0.069 -1.162 -0.358 0.102
N -1.401 0.292 0.641 0.139
F 2.447 -0.067 0.203 -0.257
H 1.674 0.579 -0.105 -0.007
H -0.093 1.930 -0.599 0.111
H 1.073 -1.487 -0.749 0.174
H -0.156 -1.932 0.184 0.053
H -1.970 -0.506 0.677 0.069
H -1.965 1.094 0.768 0.082
```

Values from the calculation:
**ΔE to the lowest compared entry with this formula, charge and spin**: 0.768 eV
**Net charge**: 0
**HOMO level**: -10.14 eV
**Kohn-Sham gap**: 0.3958 Ha
**Molecular weight**: 79.078 g mol⁻¹
**Lowest unoccupied orbital energy**: 0.629 eV
**Spin multiplicity**: 1
**Maximum force**: 6.13 eV/Å

The following is a quantum chemistry calculation of the ion CH6N with charge +1, from the OMol25 dataset.

Geometry as XYZ:
```
8
Properties=species:S:1:pos:R:3:lowdin_charge:R:1
C 0.601 0.137 -0.304 -0.093
N -0.615 -0.201 0.424 0.092
H 1.363 -0.616 -0.346 0.088
H 0.306 0.267 -1.404 0.122
H 1.065 1.208 -0.154 0.153
H -0.596 0.235 1.358 0.165
H -0.716 -1.318 0.587 0.252
H -1.408 0.288 -0.162 0.221
```

Values from the calculation:
**ΔE to the lowest compared entry with this formula, charge and spin**: 0.894 eV
**Net charge**: +1
**HOMO level**: -18.45 eV
**Kohn-Sham gap**: 0.5116 Ha
**SMILES**: C[NH3+]
**Molecular weight**: 32.066 g mol⁻¹
**Lowest unoccupied orbital energy**: -4.528 eV
**Spin multiplicity**: 1
**Maximum force**: 5.10 eV/Å

The following is a quantum chemistry calculation of a cluster of 2 separate species, CH6N2 in total, from the OMol25 dataset.

Geometry as XYZ:
```
9
Properties=species:S:1:pos:R:3:lowdin_charge:R:1
C 1.515 -1.069 0.421 -0.150
N 2.081 -1.778 -0.451 0.007
H 0.558 -1.405 0.809 0.056
H 1.906 -0.088 0.692 0.058
H 2.915 -1.428 -0.895 0.027
N -2.191 1.340 0.003 0.016
H -2.486 2.256 0.303 0.001
H -2.933 0.767 -0.327 -0.008
H -1.365 1.405 -0.556 -0.007
```

Values from the calculation:
**ΔE to the lowest compared entry with this formula, charge and spin**: 0.822 eV
**Net charge**: 0
**HOMO level**: -9.82 eV
**Kohn-Sham gap**: 0.3993 Ha
**SMILES**: C=N.N
**Molecular weight**: 46.073 g mol⁻¹
**Lowest unoccupied orbital energy**: 1.045 eV
**Spin multiplicity**: 1
**Maximum force**: 1.36 eV/Å

The following is a quantum chemistry calculation of a cluster of 2 separate species, CH6N2O in total, from the OMol25 dataset.

Geometry as XYZ:
```
10
Properties=species:S:1:pos:R:3:lowdin_charge:R:1
H 0.743 -2.709 -1.348 0.027
N 0.313 -1.867 -0.980 0.054
C 1.059 -1.362 -0.093 -0.401
N 0.793 -0.148 0.514 0.063
H 1.994 -1.828 0.200 0.106
H 0.929 -0.138 1.508 0.075
H -0.019 0.339 0.167 0.065
O -1.695 2.432 -0.260 -0.057
H -2.363 1.945 0.230 0.035
H -1.755 3.335 0.060 0.033
```

Values from the calculation:
**ΔE to the lowest compared entry with this formula, charge and spin**: 0.729 eV
**Net charge**: 0
**HOMO level**: -9.35 eV
**Kohn-Sham gap**: 0.3742 Ha
**SMILES**: [H]/N=C/N.O
**Molecular weight**: 62.072 g mol⁻¹
**Lowest unoccupied orbital energy**: 0.831 eV
**Spin multiplicity**: 1
**Maximum force**: 0.56 eV/Å

Copy entry 12 word for word.
The following is a quantum chemistry calculation of a cluster of 2 separate species, CH6N2O in total, from the OMol25 dataset.

Geometry as XYZ:
```
10
Properties=species:S:1:pos:R:3:lowdin_charge:R:1
H 0.743 -2.709 -1.348 0.027
N 0.313 -1.867 -0.980 0.054
C 1.059 -1.362 -0.093 -0.401
N 0.793 -0.148 0.514 0.063
H 1.994 -1.828 0.200 0.106
H 0.929 -0.138 1.508 0.075
H -0.019 0.339 0.167 0.065
O -1.695 2.432 -0.260 -0.057
H -2.363 1.945 0.230 0.035
H -1.755 3.335 0.060 0.033
```

Values from the calculation:
**ΔE to the lowest compared entry with this formula, charge and spin**: 0.729 eV
**Net charge**: 0
**HOMO level**: -9.35 eV
**Kohn-Sham gap**: 0.3742 Ha
**SMILES**: [H]/N=C/N.O
**Molecular weight**: 62.072 g mol⁻¹
**Lowest unoccupied orbital energy**: 0.831 eV
**Spin multiplicity**: 1
**Maximum force**: 0.56 eV/Å